1.
{
  "formula": "C37H38BrCrN8O3STe",
  "method": "ωB97M-V/def2-TZVPD",
  "spin_multiplicity": 4,
  "homo_lumo_gap_ev": [2.3711, 2.3386],
  "charge": 2,
  "energy_ev": -173624.664,
  "de_lowest_kj_mol": 460.7,
  "homo_energy_ev": [-10.68, -10.67],
  "elements": ["Cr", "N", "C", "C", "N", "C", "C", "N", "H", "H", "H", "H", "H", "H", "H", "H", "H", "H", "H", "H", "H", "Br", "C", "C", "C", "C", "C", "C", "N", "C", "C", "C", "C", "C", "C", "N", "H", "H", "H", "H", "H", "H", "H", "H", "H", "Te", "C", "C", "C", "C", "C", "C", "C", "C", "C", "C", "C", "C", "H", "H", "H", "H", "H", "H", "H", "H", "H", "H", "O", "S", "O", "O", "C", "N", "C", "C", "C", "N", "C", "C", "C", "N", "C", "C", "H", "H", "H", "H", "H", "H"],
  "positions_angstrom": [[0.048665, 0.171247, -0.053881], [-0.419094, -1.171547, 2.116435], [-1.771245, -1.732528, 2.022468], [-2.692821, -0.592795, 1.663640], [-2.323075, -0.070011, 0.328312], [-2.971944, -0.839341, -0.770985], [-1.972610, -1.260254, -1.839395], [-0.987007, -0.179350, -2.022730], [0.233362, -1.917090, 2.347460], [-0.387957, -0.539974, 2.913558], [-2.106653, -2.217195, 2.941656], [-1.772152, -2.481969, 1.228529], [-2.566950, 0.204023, 2.400932], [-3.739205, -0.902987, 1.690086], [-2.712115, 0.863929, 0.289745], [-3.763323, -0.240965, -1.226628], [-3.438023, -1.737827, -0.367705], [-2.515871, -1.499119, -2.755832], [-1.426606, -2.149450, -1.521869], [-1.479654, 0.666717, -2.308306], [-0.398552, -0.396054, -2.822633], [4.608786, -3.758115, -4.689870], [3.841607, -2.555235, -3.465077], [4.649359, -1.814763, -2.610112], [4.088475, -0.979997, -1.666309], [2.697508, -0.874808, -1.528354], [1.913981, -1.597871, -2.430288], [2.464076, -2.422323, -3.391020], [2.058300, -0.104398, -0.506611], [2.816259, 0.509185, 0.347762], [2.205233, 1.252147, 1.413345], [2.915047, 2.100274, 2.258249], [2.229582, 2.840915, 3.202521], [0.845915, 2.697942, 3.269561], [0.217874, 1.813535, 2.417563], [0.869056, 1.090522, 1.498190], [5.724684, -1.901570, -2.679477], [4.771681, -0.423319, -1.042209], [0.843222, -1.552496, -2.348816], [1.830814, -2.975345, -4.070436], [3.896254, 0.494305, 0.291583], [3.989030, 2.174683, 2.148660], [2.748276, 3.514806, 3.870582], [0.268163, 3.258598, 3.990336], [-0.856105, 1.675476, 2.462014], [1.022756, -3.267743, 0.137006], [0.341201, -4.583979, 1.675061], [1.272272, -4.992579, 2.625123], [0.905326, -5.895589, 3.612655], [-0.394100, -6.377858, 3.663965], [-1.319482, -5.981602, 2.707250], [-0.952454, -5.092495, 1.708910], [0.630110, -4.687702, -1.402815], [-0.649246, -4.907958, -1.894332], [-0.854539, -5.860657, -2.882967], [0.214537, -6.597727, -3.372447], [1.489434, -6.389732, -2.865332], [1.700692, -5.432265, -1.884413], [2.288257, -4.619120, 2.582051], [1.638948, -6.226855, 4.334951], [-0.686127, -7.066673, 4.444637], [-2.328238, -6.371350, 2.737495], [-1.673503, -4.820008, 0.947190], [-1.497655, -4.357152, -1.504794], [-1.849653, -6.026489, -3.273496], [0.052088, -7.333342, -4.148136], [2.327628, -6.967085, -3.231553], [2.695818, -5.269544, -1.489526], [3.274607, 9.078593, -1.480195], [3.379798, 8.560751, -0.128704], [4.098134, 7.313933, -0.005806], [3.591348, 9.510114, 0.926145], [1.571403, 8.065572, 0.016482], [0.658683, 9.001543, 0.263272], [-0.610924, 8.606618, 0.236189], [-0.962867, 7.281311, -0.025071], [0.074685, 6.390151, -0.265173], [1.346681, 6.795301, -0.253165], [-0.044596, 4.956801, -0.498854], [-1.240707, 4.229479, -0.488530], [-1.193913, 2.860008, -0.597062], [-0.050412, 2.149864, -0.710018], [1.084103, 2.870840, -0.839805], [1.130224, 4.232524, -0.732169], [-1.353175, 9.369956, 0.437036], [-2.005021, 6.987702, -0.038375], [-2.199272, 4.717819, -0.389136], [-2.122591, 2.307673, -0.595133], [1.992585, 2.319196, -1.025587], [2.067514, 4.771651, -0.818170]],
  "atomic_forces_ev_per_a": [[-1.81, -0.32, -0.75], [-0.02, -0.10, -0.17], [-0.20, 0.01, -0.02], [0.12, -0.20, 0.23], [0.49, 0.37, 0.01], [0.14, -0.20, -0.27], [-0.21, -0.23, 0.15], [0.14, -0.10, 0.26], [0.03, 0.01, 0.00], [0.03, -0.06, 0.00], [0.08, -0.02, 0.00], [0.01, -0.04, 0.06], [-0.11, 0.06, -0.06], [0.01, 0.05, -0.05], [0.04, 0.01, 0.01], [0.01, 0.07, 0.12], [-0.07, 0.06, 0.05], [0.11, 0.03, -0.05], [0.01, 0.01, -0.02], [0.14, 0.12, 0.15], [0.09, 0.11, 0.04], [-0.10, 0.20, 0.14], [0.02, -0.14, -0.10], [0.07, -0.06, -0.06], [-0.14, 0.18, 0.26], [0.14, -0.39, -0.85], [-0.04, 0.29, 0.24], [0.09, -0.07, -0.12], [0.90, 0.33, 0.44], [-0.24, -0.53, -0.43], [-0.20, 0.35, 0.64], [0.13, -0.40, -0.37], [-0.38, 0.03, 0.07], [0.38, 0.09, 0.19], [-0.29, -0.16, -0.23], [0.61, 1.11, 0.96], [0.01, 0.04, 0.01], [0.06, -0.05, -0.02], [-0.03, -0.16, 0.03], [-0.05, -0.03, 0.05], [0.00, -0.04, -0.04], [0.01, 0.05, 0.03], [0.03, 0.04, -0.04], [-0.06, 0.00, -0.02], [0.00, 0.07, -0.02], [-0.23, -0.97, -0.25], [0.11, 0.26, 0.01], [0.10, 0.17, -0.07], [-0.05, -0.02, 0.07], [0.05, 0.02, 0.00], [-0.01, -0.01, 0.01], [-0.09, 0.10, -0.10], [0.24, 0.23, 0.09], [-0.11, 0.13, 0.03], [0.01, -0.02, -0.03], [0.00, 0.03, 0.00], [0.03, 0.01, -0.03], [0.08, 0.09, 0.07], [0.01, -0.05, 0.03], [-0.01, 0.02, 0.02], [0.01, -0.04, -0.02], [0.00, -0.01, -0.03], [-0.02, 0.00, 0.01], [0.00, 0.00, -0.01], [-0.02, -0.01, 0.02], [0.00, -0.02, 0.01], [-0.02, -0.02, -0.02], [0.02, -0.03, -0.03], [0.26, 0.03, 0.09], [-1.24, 0.19, -0.45], [0.08, -0.49, 0.13], [0.03, 0.11, 0.17], [2.05, 0.36, 0.00], [-0.88, -0.11, 0.07], [0.68, 0.03, -0.02], [-0.38, -0.36, -0.07], [0.21, 0.97, 0.15], [-0.64, -0.36, 0.10], [-0.26, -0.32, -0.02], [0.12, -0.08, -0.08], [-0.12, -0.01, 0.10], [-0.12, -0.18, -0.08], [0.17, 0.04, -0.05], [0.12, -0.11, -0.19], [-0.09, -0.07, -0.03], [0.01, 0.00, 0.01], [-0.02, 0.01, 0.00], [0.01, 0.02, -0.01], [-0.04, 0.04, -0.07], [-0.01, 0.05, 0.02]],
  "lowdin_charge": [0.912, -0.028, -0.237, -0.173, -0.079, -0.148, -0.205, -0.014, 0.039, 0.087, 0.143, 0.073, 0.122, 0.141, 0.090, 0.141, 0.133, 0.142, 0.060, 0.111, 0.100, 0.847, -0.664, -0.073, 0.007, -0.293, -0.115, -0.101, 0.003, -0.028, -0.238, 0.066, 0.040, 0.029, -0.086, -0.047, 0.123, 0.114, 0.052, 0.122, 0.145, 0.147, 0.144, 0.137, 0.120, 1.494, -0.510, -0.144, -0.059, -0.051, -0.060, -0.147, -0.497, -0.149, -0.062, -0.050, -0.056, -0.141, 0.092, 0.117, 0.118, 0.116, 0.090, 0.080, 0.115, 0.119, 0.118, 0.101, -0.339, 0.397, -0.376, -0.329, -0.313, 0.161, -0.076, 0.018, -0.239, 0.141, -0.083, 0.043, -0.117, -0.058, -0.091, 0.062, 0.121, 0.103, 0.127, 0.098, 0.116, 0.141]
}


2.
{
  "formula": "C37H38F6N5O6PS3W",
  "method": "ωB97M-V/def2-TZVPD",
  "spin_multiplicity": 3,
  "homo_lumo_gap_ev": [5.4866, 7.4315],
  "energy_ev": -118645.869,
  "de_lowest_kj_mol": 0.0,
  "homo_energy_ev": [-6.61, -8.54],
  "elements": ["W", "C", "N", "C", "C", "C", "N", "C", "C", "C", "C", "C", "C", "C", "O", "C", "C", "C", "N", "C", "C", "C", "C", "C", "C", "C", "O", "H", "H", "H", "H", "H", "H", "H", "H", "H", "H", "H", "H", "H", "H", "H", "H", "H", "H", "H", "H", "H", "H", "H", "H", "H", "S", "C", "N", "F", "C", "F", "F", "S", "O", "O", "N", "S", "O", "O", "C", "F", "F", "F", "C", "P", "C", "C", "C", "C", "C", "C", "C", "C", "C", "C", "C", "C", "H", "H", "H", "H", "H", "H", "H", "H", "H", "H", "H", "H", "H"],
  "positions_angstrom": [[0.775040, -0.088820, -0.122554], [2.717690, -0.568836, -3.732528], [2.785544, -1.127011, -2.379199], [4.079972, -0.725098, -1.814197], [4.079452, 0.730130, -1.307127], [3.898966, 0.866506, 0.210304], [2.508885, 0.850170, 0.734234], [2.548955, 0.963054, 2.043174], [1.469745, 1.187010, 2.932218], [1.717372, 1.360444, 4.304354], [0.691869, 1.564552, 5.197776], [-0.622044, 1.617661, 4.743960], [-0.901433, 1.414619, 3.400758], [0.122852, 1.179678, 2.506788], [-0.138266, 0.857869, 1.228392], [2.719816, -2.595904, -2.483193], [1.332523, -3.166936, -2.807570], [0.234022, -2.752500, -1.801629], [0.116974, -1.287808, -1.719192], [-0.353971, -0.783732, -2.836874], [-0.243251, 0.558330, -3.281810], [-0.764824, 0.920500, -4.543602], [-0.642488, 2.195262, -5.035369], [0.025265, 3.173134, -4.295922], [0.576586, 2.844333, -3.071363], [0.447280, 1.563439, -2.558127], [1.001798, 1.257966, -1.383344], [3.573684, -0.908338, -4.335090], [2.727867, 0.518644, -3.697341], [1.805395, -0.876653, -4.234216], [4.864158, -0.849668, -2.578182], [4.333901, -1.389721, -0.988360], [3.302918, 1.308855, -1.805160], [5.043270, 1.178968, -1.554641], [4.348646, 1.817208, 0.509559], [4.467483, 0.067145, 0.699903], [3.535013, 0.923247, 2.503646], [2.741915, 1.296598, 4.650484], [0.905329, 1.668892, 6.252810], [-1.433744, 1.782101, 5.439184], [-1.921729, 1.380830, 3.049584], [3.034685, -3.020750, -1.536909], [3.435317, -2.938198, -3.248709], [1.420139, -4.254546, -2.789244], [1.027137, -2.873989, -3.816222], [0.448312, -3.159939, -0.816385], [-0.722984, -3.172269, -2.132950], [-0.834217, -1.480778, -3.522234], [-1.265788, 0.153955, -5.123901], [-1.052839, 2.439290, -6.005731], [0.127233, 4.176951, -4.682784], [1.117723, 3.578942, -2.489791], [4.104304, -3.311644, 0.630362], [2.844579, -2.367433, 0.557707], [1.923368, -1.643654, 0.392363], [-1.681725, -2.777520, 4.397166], [-1.840513, -2.487623, 3.120893], [-2.463640, -1.306692, 3.054612], [-2.610241, -3.413047, 2.545410], [-0.244590, -2.311445, 2.145001], [-0.728374, -1.680081, 0.901036], [0.574420, -1.453030, 2.944212], [0.368752, -3.711155, 1.873767], [1.007337, -4.538002, 3.118257], [-0.017230, -4.812450, 4.078841], [1.778876, -5.616663, 2.604575], [2.206396, -3.503690, 4.199672], [1.521194, -3.012924, 5.231261], [3.066051, -4.413694, 4.678940], [2.935314, -2.515236, 3.688033], [-3.102644, 0.581101, -2.133374], [-1.952881, 0.809987, -0.677476], [-3.226488, 0.195681, 0.491795], [-3.901087, 0.997362, 1.402703], [-4.960491, 0.479828, 2.137950], [-5.356931, -0.834844, 1.963601], [-4.678138, -1.645990, 1.063707], [-3.620274, -1.134394, 0.334107], [-2.080013, 2.644769, -0.504975], [-0.965024, 3.402324, -0.143203], [-1.040634, 4.786197, -0.079224], [-2.224985, 5.438334, -0.383795], [-3.338568, 4.697615, -0.748626], [-3.265909, 3.314750, -0.807362], [-4.140613, 0.736883, -1.845753], [-3.007869, -0.443396, -2.496570], [-2.842083, 1.258502, -2.943334], [-3.615167, 2.034300, 1.524165], [-5.485470, 1.116726, 2.838346], [-6.194254, -1.228938, 2.524268], [-4.973868, -2.678974, 0.935530], [-3.087203, -1.768441, -0.364125], [-0.032181, 2.910846, 0.090565], [-0.167343, 5.360257, 0.203303], [-2.281254, 6.517932, -0.339089], [-4.267511, 5.196701, -0.992676], [-4.148541, 2.756064, -1.088255]],
  "atomic_forces_ev_per_a": [[0.19, -2.59, 0.68], [-0.06, 0.00, 0.19], [0.40, -0.16, -0.60], [-0.08, 0.28, 0.11], [-0.18, -0.36, 0.20], [0.26, -0.13, -0.80], [0.64, 0.36, 2.48], [0.29, 0.14, -1.57], [-1.20, 0.05, 0.94], [0.27, -0.14, -0.46], [-0.07, 0.10, 0.30], [0.21, -0.11, -0.33], [-0.38, 0.22, 0.16], [1.04, -0.16, -0.46], [-1.10, 1.23, 2.24], [-0.23, -0.02, -0.02], [0.06, 0.54, 0.34], [0.22, -0.67, 0.03], [-1.24, -0.20, -2.62], [0.62, -0.87, 1.29], [-0.11, 1.51, -0.36], [0.06, -0.39, 0.33], [-0.11, 0.09, -0.31], [0.10, -0.37, 0.32], [0.09, 0.58, -0.16], [-0.01, -1.43, 0.27], [0.75, 2.76, -2.38], [-0.02, -0.01, -0.03], [0.02, 0.05, -0.05], [-0.05, -0.01, -0.07], [0.01, -0.03, 0.05], [0.03, 0.08, -0.20], [0.11, 0.08, -0.09], [-0.03, 0.06, 0.05], [-0.14, -0.04, 0.05], [-0.08, 0.04, 0.00], [0.05, 0.22, 0.10], [0.02, 0.05, 0.05], [0.02, 0.03, -0.01], [-0.02, -0.02, 0.02], [-0.02, 0.00, -0.06], [0.09, -0.03, -0.23], [-0.01, -0.08, 0.02], [-0.07, -0.01, -0.06], [-0.06, -0.09, -0.02], [-0.04, 0.08, -0.01], [0.02, 0.06, 0.07], [0.17, -0.03, -0.21], [-0.05, 0.03, -0.04], [-0.02, 0.00, 0.00], [0.00, 0.03, 0.00], [-0.02, -0.02, 0.04], [0.64, -0.72, 0.66], [-0.83, 0.77, -0.07], [1.15, -0.72, -0.08], [0.22, 0.02, -0.09], [-0.12, 0.15, -0.31], [0.05, 0.05, 0.06], [0.05, -0.02, 0.05], [-0.24, 0.06, 0.24], [0.25, -0.76, 0.25], [-0.04, 0.13, 0.61], [0.29, 0.08, 0.11], [-0.62, -0.05, 0.05], [-0.01, -0.14, 0.15], [0.30, 0.16, -0.33], [0.20, -0.16, 0.41], [-0.01, 0.07, -0.14], [-0.09, 0.02, -0.05], [-0.23, -0.19, -0.47], [0.23, 0.07, -0.10], [-1.59, 0.55, -0.28], [0.17, -0.03, 0.10], [0.05, -0.05, -0.02], [-0.05, 0.05, 0.03], [-0.04, -0.01, 0.00], [-0.06, 0.01, -0.09], [-0.04, 0.09, 0.03], [0.13, -0.10, -0.02], [-0.11, -0.04, 0.05], [0.02, 0.07, -0.01], [0.04, 0.00, 0.01], [-0.07, -0.02, -0.04], [0.02, 0.03, 0.00], [0.02, -0.01, 0.01], [-0.04, -0.05, -0.01], [0.01, 0.03, -0.02], [-0.01, 0.01, 0.03], [0.00, 0.00, 0.02], [0.01, -0.01, 0.03], [0.01, -0.01, -0.01], [-0.01, -0.07, 0.02], [0.00, 0.03, 0.00], [0.02, -0.02, 0.02], [0.00, 0.02, 0.01], [-0.01, 0.00, 0.01], [-0.02, 0.00, 0.00]],
  "lowdin_charge": [1.642, -0.074, -0.214, -0.207, -0.144, -0.182, -0.082, -0.060, -0.158, -0.016, -0.073, -0.038, 0.005, -0.297, -0.351, -0.206, -0.134, -0.184, -0.122, -0.139, -0.213, -0.038, -0.076, -0.040, 0.000, -0.337, -0.298, 0.097, 0.086, 0.073, 0.122, 0.042, 0.086, 0.115, 0.121, 0.117, 0.141, 0.119, 0.105, 0.112, 0.100, 0.027, 0.130, 0.122, 0.097, 0.086, 0.126, 0.143, 0.124, 0.106, 0.111, 0.126, 0.754, -0.895, -0.088, 0.163, -0.646, 0.132, 0.141, 0.613, -0.402, -0.265, -0.275, 0.604, -0.279, -0.278, -0.646, 0.127, 0.120, 0.111, -0.222, 1.073, -0.363, -0.105, -0.077, -0.084, -0.084, -0.124, -0.329, -0.097, -0.074, -0.084, -0.077, -0.098, 0.048, 0.042, 0.039, 0.100, 0.105, 0.105, 0.110, 0.105, 0.085, 0.105, 0.103, 0.104, 0.101]
}